DFT (the ωB97M-V functional and the def2-TZVPD basis) results for a cluster of 15 separate species, C66H134N10O5 in total at a distorted geometry.

Calculated values
Frontier orbital gap, eV: 8.2048
Molecular weight, g mol⁻¹: 1147.9
Relative energy (zero: lowest compared OMol25 entry of this formula, charge and spin), kJ/mol: 311.1
HOMO energy, Ha: -0.291
Energy, eV: -95746.18041

```
215
C66H134N10O5 | OMol25 | the ωB97M-V functional and the def2-TZVPD basis
C -2.130 4.500 -5.637
C -1.398 5.434 -6.645
C -0.588 6.331 -5.636
O -0.191 5.492 -4.565
C -1.349 4.760 -4.293
H -2.249 3.403 -5.880
H -3.121 4.841 -5.406
H -2.016 6.113 -7.248
H -0.842 4.821 -7.370
H -1.226 7.168 -5.276
H 0.314 6.772 -6.106
H -1.997 5.326 -3.538
H -1.071 3.847 -3.887
C -2.100 -3.585 -4.416
C -1.526 -4.272 -5.695
C -0.149 -3.594 -5.939
O -0.074 -2.632 -4.836
C -0.811 -3.041 -3.694
H -2.614 -4.268 -3.741
H -2.699 -2.748 -4.785
H -2.188 -4.174 -6.609
H -1.440 -5.353 -5.590
H -0.103 -3.047 -6.866
H 0.628 -4.332 -5.938
H -0.885 -2.199 -3.011
H -0.228 -3.842 -3.106
C 3.134 4.436 4.741
C 2.654 3.022 4.490
C 1.673 2.751 5.682
O 1.753 3.877 6.526
C 3.020 4.589 6.263
H 2.393 5.162 4.283
H 4.168 4.690 4.488
H 3.449 2.330 4.508
H 2.211 2.870 3.560
H 1.955 1.843 6.156
H 0.582 2.656 5.495
H 3.883 4.169 6.757
H 2.892 5.611 6.591
C 0.215 3.526 -1.164
C 0.131 4.816 -0.380
C 1.215 4.592 0.735
O 1.513 3.150 0.741
C 1.439 2.835 -0.650
H 0.202 3.784 -2.227
H -0.754 3.017 -0.919
H -0.843 4.989 0.001
H 0.325 5.733 -1.035
H 0.718 4.820 1.656
H 2.092 5.215 0.634
H 1.522 1.745 -0.807
H 2.209 3.362 -1.192
C 2.280 -6.720 2.151
C 1.557 -7.012 0.829
C 1.083 -5.649 0.495
O 0.578 -5.173 1.709
C 1.512 -5.579 2.749
H 3.290 -6.492 1.971
H 2.323 -7.586 2.859
H 0.604 -7.567 0.991
H 2.156 -7.453 0.049
H 0.338 -5.529 -0.321
H 1.874 -4.937 0.119
H 0.910 -5.833 3.614
H 2.174 -4.750 3.100
C 4.453 -0.303 4.755
C 5.284 -1.350 4.020
C 4.654 -2.783 3.944
C 4.565 -3.459 5.205
N 4.742 -3.994 6.220
H 5.009 0.676 4.519
H 4.412 -0.449 5.837
H 3.480 -0.202 4.268
H 6.256 -1.529 4.484
H 5.442 -1.060 2.974
H 5.343 -3.411 3.315
H 3.688 -2.671 3.479
C 6.428 1.272 -1.078
C 4.966 1.553 -0.725
C 4.821 2.624 0.288
C 5.517 2.209 1.502
N 6.177 1.958 2.423
H 6.381 0.283 -1.508
H 7.106 1.372 -0.240
H 6.775 1.853 -1.856
H 4.622 0.655 -0.272
H 4.255 1.709 -1.570
H 3.774 2.958 0.462
H 5.435 3.474 -0.017
C -5.915 -0.399 2.356
C -4.656 -1.189 2.146
C -3.816 -1.340 3.365
C -3.658 -0.018 3.967
N -3.570 1.021 4.504
H -6.342 -0.224 1.316
H -5.691 0.565 2.758
H -6.645 -0.970 2.939
H -4.105 -0.814 1.262
H -5.011 -2.158 1.826
H -2.842 -1.712 3.043
H -4.147 -2.015 4.141
C -2.144 4.577 4.876
C -0.963 4.538 3.914
C -1.167 3.402 2.827
C -2.231 3.683 1.922
N -3.064 3.987 1.212
H -2.397 3.573 5.203
H -2.975 4.968 4.337
H -1.838 5.153 5.759
H 0.021 4.381 4.453
H -0.805 5.499 3.415
H -1.382 2.449 3.322
H -0.305 3.198 2.180
C -3.037 -7.239 4.935
C -3.004 -6.989 3.440
C -2.743 -5.533 3.098
C -3.142 -5.061 1.777
N -3.409 -4.573 0.776
H -1.981 -7.185 5.385
H -3.450 -8.263 5.193
H -3.715 -6.483 5.399
H -3.933 -7.379 2.897
H -2.223 -7.537 2.930
H -1.689 -5.277 3.168
H -3.240 -4.928 3.872
C 2.943 -2.113 -2.456
C 4.455 -1.901 -2.338
C 5.176 -2.716 -1.255
C 4.432 -3.000 -0.024
N 3.732 -3.225 0.915
H 2.843 -3.156 -2.767
H 2.563 -1.445 -3.239
H 2.528 -1.923 -1.455
H 4.566 -0.860 -2.076
H 4.933 -2.052 -3.329
H 6.109 -2.266 -0.906
H 5.522 -3.724 -1.560
C 0.754 -2.152 5.173
C -0.147 -0.961 5.512
C -1.196 -1.258 6.569
C -1.947 -2.454 6.240
N -2.461 -3.391 5.854
H 1.188 -2.614 6.070
H 1.554 -1.811 4.479
H 0.177 -2.975 4.696
H -0.695 -0.602 4.606
H 0.464 -0.113 5.915
H -1.903 -0.411 6.607
H -0.659 -1.358 7.522
C -6.175 3.215 -2.120
C -5.503 1.852 -1.786
N -5.449 1.031 -3.029
C -5.681 -0.426 -2.801
C -4.687 -1.069 -1.945
C -4.347 1.492 -3.907
C -4.185 0.651 -5.107
H -5.712 3.905 -2.833
H -6.350 3.718 -1.165
H -7.174 3.023 -2.489
H -4.461 1.764 -1.409
H -6.170 1.404 -1.033
H -6.696 -0.545 -2.366
H -5.665 -0.948 -3.705
H -3.704 -1.205 -2.445
H -4.506 -0.414 -1.104
H -4.987 -1.971 -1.500
H -3.295 1.511 -3.402
H -4.406 2.538 -4.169
H -3.604 -0.265 -5.095
H -3.642 1.217 -5.855
H -5.116 0.368 -5.587
C 1.868 0.148 2.033
C 1.094 -1.056 1.438
N -0.348 -0.853 1.443
C -0.646 0.229 0.502
C -2.078 0.560 0.240
C -1.122 -2.093 1.190
C -0.865 -2.777 -0.129
H 2.896 -0.237 2.272
H 1.246 0.457 2.913
H 1.806 0.950 1.317
H 1.461 -1.207 0.413
H 1.258 -2.026 1.947
H -0.251 1.213 0.825
H -0.177 -0.086 -0.485
H -2.659 -0.124 -0.407
H -2.644 0.638 1.187
H -2.136 1.588 -0.218
H -2.160 -1.791 1.237
H -1.000 -2.811 2.032
H 0.193 -2.876 -0.454
H -1.324 -2.132 -0.884
H -1.434 -3.666 -0.226
C -0.244 1.070 -3.771
C 1.142 1.662 -4.111
N 1.302 1.919 -5.555
C 2.573 2.554 -5.961
C 2.737 3.907 -5.246
C 1.084 0.713 -6.314
C 0.636 0.917 -7.782
H -0.339 0.064 -4.168
H -1.023 1.649 -4.357
H -0.456 1.082 -2.709
H 1.273 2.513 -3.485
H 1.902 0.912 -3.715
H 3.399 1.872 -5.742
H 2.506 2.726 -7.023
H 3.648 4.404 -5.630
H 1.893 4.508 -5.552
H 2.909 3.854 -4.150
H 0.213 0.129 -6.011
H 2.009 0.125 -6.258
H 0.643 -0.035 -8.362
H 1.416 1.563 -8.258
H -0.365 1.353 -7.802
```

Mulliken population analysis, charges in e, atoms 1 to 2: C -0.123; C -0.631


DFT (the ωB97M-V functional and the def2-TZVPD basis) results for a cluster of 8 separate species, C66H147N7O in total at a distorted geometry.

Calculated values
Frontier orbital gap, eV: 4.8079
Total charge: +6
Molecular weight, g mol⁻¹: 1055.0
Relative energy (zero: lowest compared OMol25 entry of this formula, charge and spin), kJ/mol: 79.8
HOMO energy, Ha: -0.475
Energy, eV: -83244.23263

```
221
C66H147N7O | OMol25 | the ωB97M-V functional and the def2-TZVPD basis
C 1.472 0.782 0.207
C 0.098 0.280 0.801
C 0.472 -0.372 2.205
O -0.855 1.324 0.878
H 2.250 0.033 0.063
H 1.909 1.411 0.982
H 1.268 1.325 -0.716
H -0.089 -0.583 0.162
H -0.345 -0.709 2.843
H 1.041 0.239 2.906
H 1.216 -1.141 1.994
C 2.946 -7.144 -0.204
C 2.462 -8.589 -0.074
C 1.905 -9.149 -1.396
C 1.678 -10.679 -1.295
N 1.537 -11.449 -2.641
C 0.555 -10.755 -3.671
C -0.850 -11.055 -3.205
C -0.737 -12.476 -2.721
C 0.776 -12.772 -2.370
C 2.948 -11.814 -3.183
H 2.205 -6.432 -0.568
H 3.794 -7.140 -0.888
H 3.301 -6.743 0.745
H 1.786 -8.687 0.775
H 3.284 -9.215 0.273
H 2.604 -8.932 -2.203
H 0.958 -8.627 -1.535
H 0.818 -10.937 -0.677
H 2.612 -11.071 -0.891
H 0.770 -11.207 -4.639
H 0.862 -9.721 -3.829
H -1.563 -11.064 -4.030
H -1.151 -10.358 -2.423
H -0.978 -13.043 -3.620
H -1.435 -12.625 -1.896
H 1.252 -13.503 -3.024
H 1.009 -13.071 -1.348
H 2.755 -12.349 -4.113
H 3.524 -12.315 -2.404
H 3.437 -10.869 -3.416
C 3.945 -2.769 -5.852
C 3.261 -4.018 -6.391
C 3.224 -4.031 -7.959
C 2.420 -5.336 -8.509
N 2.009 -5.401 -10.015
C 3.226 -5.193 -10.920
C 3.021 -6.313 -12.036
C 2.355 -7.497 -11.272
C 1.413 -6.784 -10.287
C 0.924 -4.304 -10.341
H 4.857 -2.601 -6.424
H 4.264 -2.829 -4.812
H 3.223 -1.974 -6.043
H 2.235 -3.860 -6.058
H 3.648 -4.985 -6.071
H 4.229 -4.082 -8.376
H 2.739 -3.130 -8.335
H 1.446 -5.432 -8.027
H 3.134 -6.148 -8.371
H 3.289 -4.145 -11.214
H 4.185 -5.383 -10.438
H 2.299 -5.878 -12.727
H 3.954 -6.608 -12.515
H 1.894 -8.125 -12.034
H 3.110 -8.079 -10.743
H 0.387 -6.581 -10.595
H 1.319 -7.364 -9.369
H -0.085 -4.536 -10.000
H 0.859 -4.255 -11.428
H 1.376 -3.383 -9.972
C 2.946 -2.722 7.638
C 1.409 -2.953 7.734
C 0.946 -4.354 7.365
C -0.487 -4.664 7.924
N -1.108 -6.027 7.458
C -2.495 -6.198 8.099
C -3.382 -5.319 7.352
C -2.769 -5.350 5.985
C -1.484 -6.014 5.959
C -0.140 -7.150 7.757
H 3.497 -3.292 8.387
H 3.348 -1.709 7.634
H 3.351 -3.112 6.704
H 0.841 -2.320 7.053
H 1.128 -2.707 8.758
H 1.582 -5.092 7.854
H 1.180 -4.360 6.301
H -1.156 -3.886 7.556
H -0.499 -4.632 9.014
H -2.697 -7.263 7.986
H -2.407 -6.033 9.173
H -4.413 -5.672 7.330
H -3.371 -4.301 7.742
H -3.446 -5.787 5.251
H -2.551 -4.396 5.505
H -1.594 -7.033 5.587
H -0.721 -5.587 5.309
H -0.689 -8.045 7.466
H 0.091 -7.339 8.805
H 0.799 -7.038 7.215
C 7.121 5.939 -0.385
C 7.917 7.165 -0.698
C 7.399 8.551 -0.195
C 8.344 9.671 -0.627
N 7.960 11.099 -0.197
C 6.663 11.692 -0.769
C 6.983 12.093 -2.222
C 8.489 12.530 -2.114
C 9.003 12.098 -0.713
C 7.790 11.128 1.375
H 6.992 5.735 0.678
H 7.372 5.100 -1.035
H 6.097 6.038 -0.746
H 7.892 7.341 -1.774
H 8.982 6.966 -0.576
H 7.448 8.504 0.893
H 6.372 8.563 -0.561
H 8.463 9.623 -1.709
H 9.299 9.456 -0.147
H 6.406 12.487 -0.068
H 5.922 10.902 -0.648
H 6.333 12.824 -2.704
H 6.828 11.217 -2.853
H 8.601 13.610 -2.211
H 8.916 11.952 -2.933
H 8.947 12.929 -0.009
H 9.992 11.676 -0.534
H 7.846 12.168 1.696
H 8.718 10.691 1.744
H 6.909 10.575 1.700
C -2.761 0.201 -5.510
C -4.227 -0.058 -5.467
C -4.621 -0.048 -3.991
C -6.161 -0.157 -3.862
N -6.624 -0.082 -2.373
C -8.151 -0.350 -2.224
C -8.933 0.924 -2.593
C -7.823 1.988 -2.347
C -6.533 1.339 -1.846
C -5.955 -1.185 -1.473
H -2.329 0.520 -6.459
H -2.168 -0.606 -5.079
H -2.371 0.888 -4.760
H -4.312 -1.021 -5.971
H -4.797 0.673 -6.040
H -4.174 0.818 -3.504
H -4.144 -0.875 -3.464
H -6.437 -1.196 -4.043
H -6.609 0.639 -4.456
H -8.251 -0.292 -1.140
H -8.507 -1.341 -2.506
H -9.834 1.033 -1.989
H -9.278 0.883 -3.626
H -8.120 2.919 -1.864
H -7.673 2.321 -3.374
H -6.583 1.444 -0.762
H -5.647 1.818 -2.264
H -4.878 -1.025 -1.406
H -6.159 -2.128 -1.980
H -6.378 -1.054 -0.477
C -9.010 1.804 4.685
C -7.743 1.264 5.322
C -6.712 2.342 5.755
C -5.330 1.769 6.194
N -4.365 2.847 6.671
C -4.693 3.392 8.093
C -3.336 3.802 8.690
C -2.432 2.679 8.201
C -2.935 2.231 6.853
C -4.178 4.056 5.659
H -9.678 2.193 5.454
H -9.531 0.939 4.274
H -8.859 2.606 3.963
H -7.191 0.660 4.602
H -7.879 0.529 6.115
H -7.084 2.994 6.545
H -6.595 2.879 4.813
H -4.758 1.392 5.347
H -5.641 1.062 6.963
H -5.282 4.307 8.039
H -5.105 2.546 8.643
H -2.983 4.785 8.377
H -3.257 3.907 9.772
H -1.411 3.016 8.022
H -2.422 1.870 8.930
H -2.296 2.617 6.060
H -2.965 1.145 6.763
H -3.600 4.886 6.066
H -5.162 4.437 5.385
H -3.654 3.693 4.775
C 1.789 7.152 4.249
C 1.934 6.664 2.798
C 1.184 7.348 1.649
C -0.329 7.324 1.656
N -0.940 7.876 0.325
C -0.609 6.997 -0.978
C -1.740 7.382 -1.993
C -2.890 7.604 -1.076
C -2.457 7.688 0.399
C -0.599 9.312 0.169
H 2.121 8.190 4.220
H 2.488 6.642 4.912
H 0.746 7.098 4.558
H 1.791 5.587 2.713
H 3.004 6.858 2.723
H 1.513 6.787 0.774
H 1.487 8.393 1.588
H -0.790 7.828 2.505
H -0.629 6.277 1.700
H 0.403 7.203 -1.326
H -0.740 5.978 -0.612
H -1.432 8.320 -2.455
H -2.010 6.598 -2.701
H -3.361 8.546 -1.358
H -3.670 6.843 -1.090
H -2.905 8.495 0.978
H -2.718 6.742 0.873
H 0.480 9.366 0.032
H -0.840 9.918 1.043
H -1.131 9.607 -0.736
```

Mulliken population analysis, charges in e, atoms 1 to 2: C -1.140; C 0.417